Here is a 9-piece molecular cluster, C58H96N10O2 overall from OMol25. Energies are from wB97M-V/def2-TZVPD.

The geometry in XYZ format:
```
166
C58H96N10O2, DFT wB97M-V/def2-TZVPD
C -0.889 1.772 -9.786
C -1.989 1.837 -8.710
C -2.353 0.412 -8.294
C -3.366 0.364 -7.142
C -3.359 -0.945 -6.350
C -3.391 -2.228 -7.203
C -2.251 -3.222 -6.886
C -1.862 -4.036 -8.114
C -0.819 -5.161 -7.899
C 0.068 -5.058 -6.648
C -0.449 -5.840 -5.415
C -0.810 -4.963 -4.203
C 0.273 -4.876 -3.101
C -0.237 -5.189 -1.683
C 0.074 -4.076 -0.679
C -0.301 -4.463 0.753
C -0.067 -3.362 1.783
C -0.710 -2.002 1.471
C 0.072 -0.897 2.184
C -0.571 0.496 2.084
C -0.772 1.161 3.457
C 0.325 2.186 3.742
O 0.556 3.010 2.618
C 0.951 4.316 2.958
N -2.133 1.660 3.625
C -2.531 1.858 5.002
C -2.378 3.281 5.601
O -2.035 4.241 4.618
C -3.650 3.680 6.330
N -3.485 4.968 7.015
H -1.329 1.379 -10.701
H -0.394 2.722 -9.970
H -0.144 1.045 -9.459
H -1.677 2.439 -7.857
H -2.870 2.310 -9.151
H -2.788 -0.076 -9.165
H -1.439 -0.102 -7.991
H -3.137 1.178 -6.451
H -4.363 0.570 -7.536
H -4.247 -0.943 -5.713
H -2.506 -0.961 -5.668
H -3.355 -2.001 -8.266
H -4.332 -2.745 -7.020
H -2.598 -3.889 -6.096
H -1.399 -2.663 -6.497
H -2.782 -4.499 -8.479
H -1.525 -3.354 -8.895
H -0.157 -5.154 -8.766
H -1.320 -6.127 -7.920
H 0.262 -4.021 -6.383
H 1.035 -5.482 -6.923
H 0.291 -6.583 -5.123
H -1.338 -6.395 -5.716
H -1.011 -3.952 -4.557
H -1.744 -5.325 -3.775
H 1.036 -5.616 -3.347
H 0.750 -3.898 -3.120
H -1.316 -5.343 -1.672
H 0.229 -6.103 -1.311
H 1.138 -3.834 -0.732
H -0.466 -3.178 -0.982
H -1.338 -4.804 0.763
H 0.330 -5.318 1.013
H -0.490 -3.690 2.737
H 0.997 -3.198 1.962
H -1.725 -2.000 1.874
H -0.753 -1.790 0.407
H 0.197 -1.231 3.218
H 1.077 -0.896 1.753
H 0.036 1.113 1.429
H -1.549 0.388 1.617
H -0.652 0.372 4.202
H 1.255 1.659 4.000
H 0.050 2.788 4.611
H 1.218 4.828 2.037
H 0.135 4.863 3.437
H 1.830 4.314 3.610
H -2.315 2.472 3.053
H -1.932 1.181 5.613
H -3.567 1.535 5.132
H -1.601 3.254 6.372
H -1.380 4.824 4.987
H -4.483 3.744 5.628
H -3.889 2.868 7.024
H -4.362 5.472 6.987
H -3.285 4.830 7.997
C 3.820 -1.662 5.757
C 2.579 -1.169 5.266
C 1.594 -1.985 5.752
N 2.190 -2.955 6.513
C 3.545 -2.766 6.521
H 4.800 -1.256 5.569
H 2.431 -0.315 4.626
H 0.525 -1.964 5.617
H 1.707 -3.696 6.987
H 4.196 -3.425 7.067
C -4.560 10.344 7.736
C -5.168 9.484 8.689
C -4.924 8.197 8.289
N -4.195 8.247 7.133
C -3.968 9.550 6.789
H -4.557 11.421 7.745
H -5.720 9.776 9.567
H -5.205 7.255 8.730
H -3.869 7.448 6.618
H -3.407 9.801 5.906
C 4.255 -2.386 0.018
C 5.175 -1.556 0.711
C 5.124 -1.902 2.035
N 4.208 -2.908 2.169
C 3.677 -3.212 0.944
H 4.042 -2.377 -1.038
H 5.801 -0.791 0.285
H 5.655 -1.518 2.888
H 3.961 -3.345 3.039
H 2.932 -3.980 0.829
C 7.666 1.726 -3.182
C 8.587 2.561 -2.492
C 8.534 2.219 -1.167
N 7.617 1.212 -1.032
C 7.085 0.905 -2.254
H 7.456 1.729 -4.238
H 9.215 3.324 -2.919
H 9.067 2.603 -0.315
H 7.373 0.768 -0.167
H 6.343 0.132 -2.358
C -4.591 5.669 -11.695
C -3.639 4.982 -12.500
C -2.535 4.767 -11.720
N -2.779 5.294 -10.486
C -4.030 5.848 -10.458
H -5.574 5.995 -11.992
H -3.755 4.680 -13.527
H -1.596 4.286 -11.936
H -2.133 5.278 -9.720
H -4.413 6.315 -9.567
C 4.649 -6.264 6.290
C 5.163 -7.025 7.376
C 6.048 -7.930 6.855
N 6.088 -7.745 5.501
C 5.240 -6.733 5.147
H 3.930 -5.466 6.341
H 4.912 -6.920 8.418
H 6.650 -8.685 7.331
H 6.653 -8.272 4.863
H 5.131 -6.434 4.118
C -2.665 2.078 -2.306
C -1.710 1.574 -1.381
C -1.332 0.334 -1.821
N -2.024 0.068 -2.972
C -2.839 1.125 -3.274
H -3.167 3.030 -2.264
H -1.340 2.067 -0.498
H -0.632 -0.377 -1.416
H -1.948 -0.774 -3.510
H -3.468 1.109 -4.148
C 0.336 3.060 8.950
C -0.199 2.144 9.897
C 0.086 0.881 9.450
N 0.770 0.998 8.271
C 0.928 2.320 7.961
H 0.293 4.135 8.992
H -0.728 2.385 10.803
H -0.136 -0.085 9.869
H 1.107 0.232 7.715
H 1.445 2.617 7.064
```

For the HOMO energy, the calculation gives -8.2 eV. For the total energy, the calculation gives -80696.2209 eV. As for the relative energy (zero: lowest compared OMol25 entry of this formula, charge and spin): 6.6 kcal/mol.

---

Here is a 13-piece molecular cluster, C59H139N5O31 overall in a non-equilibrium geometry from OMol25. Energies are from wB97M-V/def2-TZVPD.

The geometry in XYZ format:
```
234
C59H139N5O31, DFT wB97M-V/def2-TZVPD
C -5.804 1.578 -4.787
O -5.584 2.319 -3.582
C -4.672 3.353 -3.836
C -4.150 3.876 -2.490
O -5.224 4.532 -1.862
C -4.980 4.623 -0.451
C -6.134 5.378 0.195
O -7.420 4.871 -0.095
C -7.521 3.526 0.332
H -5.042 0.811 -4.916
H -5.762 2.298 -5.629
H -6.803 1.133 -4.770
H -5.165 4.167 -4.403
H -3.810 2.997 -4.426
H -3.328 4.597 -2.614
H -3.708 3.076 -1.882
H -4.041 5.113 -0.239
H -4.868 3.639 0.006
H -6.119 6.387 -0.155
H -5.941 5.465 1.283
H -8.412 3.068 -0.103
H -7.574 3.518 1.432
H -6.685 2.892 0.001
C 6.047 -0.490 5.941
O 6.009 0.296 4.752
C 5.289 -0.419 3.801
C 5.297 0.355 2.478
O 4.392 -0.315 1.653
C 4.551 -0.084 0.250
C 4.333 1.419 -0.116
O 2.997 1.805 0.164
C 2.811 2.454 1.435
H 5.022 -0.744 6.286
H 6.598 0.101 6.655
H 6.599 -1.409 5.713
H 4.237 -0.616 4.043
H 5.661 -1.406 3.510
H 6.285 0.361 2.006
H 4.941 1.376 2.672
H 3.769 -0.654 -0.233
H 5.532 -0.461 -0.116
H 4.472 1.655 -1.200
H 5.050 2.120 0.364
H 1.786 2.829 1.517
H 3.536 3.280 1.614
H 2.958 1.665 2.182
C -3.813 -6.843 -0.273
O -4.345 -6.435 -1.518
C -3.492 -6.647 -2.624
C -4.074 -5.935 -3.870
O -3.509 -4.643 -3.868
C -4.125 -3.709 -4.682
C -3.314 -2.482 -4.533
O -3.575 -1.906 -3.276
C -2.845 -0.744 -2.963
H -3.595 -7.943 -0.317
H -4.616 -6.627 0.432
H -2.870 -6.368 0.011
H -3.407 -7.746 -2.847
H -2.483 -6.342 -2.372
H -5.151 -5.978 -3.707
H -3.781 -6.456 -4.785
H -5.145 -3.573 -4.344
H -4.106 -4.155 -5.697
H -3.507 -1.726 -5.319
H -2.241 -2.748 -4.647
H -3.140 0.163 -3.503
H -1.786 -0.905 -3.160
H -2.937 -0.693 -1.891
C -1.487 3.624 4.830
O -1.218 3.186 3.527
C -2.287 3.311 2.654
C -1.831 3.109 1.229
O -1.234 4.361 0.724
C -0.453 4.239 -0.392
C -0.395 5.622 -1.098
O -1.705 5.964 -1.501
C -1.730 7.302 -2.163
H -2.404 3.219 5.220
H -1.537 4.717 4.855
H -0.646 3.320 5.463
H -2.727 4.312 2.755
H -3.112 2.591 2.820
H -2.687 2.948 0.542
H -1.141 2.271 1.222
H -0.906 3.556 -1.111
H 0.557 3.888 -0.193
H 0.295 5.602 -1.992
H -0.056 6.445 -0.401
H -2.764 7.509 -2.420
H -1.066 7.251 -3.023
H -1.322 8.059 -1.455
C 0.253 -1.013 -5.395
O 1.424 -0.992 -6.149
C 2.550 -1.441 -5.386
C 3.732 -1.531 -6.289
O 4.182 -0.292 -6.783
C 3.673 0.059 -8.061
C 4.174 1.505 -8.348
O 3.805 2.430 -7.365
C 2.387 2.495 -7.217
H -0.564 -0.633 -6.021
H 0.300 -0.354 -4.518
H -0.006 -2.031 -5.062
H 2.345 -2.427 -4.931
H 2.693 -0.706 -4.562
H 3.448 -2.180 -7.108
H 4.584 -1.981 -5.764
H 2.597 -0.072 -8.089
H 4.110 -0.595 -8.818
H 3.800 1.834 -9.345
H 5.260 1.411 -8.343
H 2.099 3.426 -6.726
H 1.983 1.653 -6.636
H 1.902 2.432 -8.206
C -4.791 -0.129 1.043
O -3.862 -0.321 2.082
C -4.342 0.132 3.348
C -3.148 0.098 4.205
O -3.430 0.809 5.442
C -2.615 0.345 6.517
C -3.218 0.655 7.823
O -3.297 2.074 7.836
C -3.812 2.596 9.010
H -5.504 -0.972 0.996
H -4.249 -0.039 0.090
H -5.426 0.736 1.263
H -5.154 -0.486 3.731
H -4.748 1.146 3.299
H -2.322 0.625 3.710
H -2.828 -0.943 4.385
H -1.685 0.915 6.468
H -2.352 -0.666 6.343
H -2.644 0.270 8.678
H -4.241 0.279 7.900
H -3.027 2.555 9.816
H -4.753 2.091 9.304
H -4.015 3.685 8.867
C -1.827 -3.992 2.904
O -1.762 -4.189 1.483
C -2.257 -3.016 0.820
C -2.073 -3.237 -0.711
O -0.633 -3.369 -0.932
C -0.260 -3.856 -2.277
C 1.218 -4.315 -2.320
O 2.035 -3.093 -2.148
C 3.380 -3.340 -2.326
H -2.871 -3.836 3.279
H -1.264 -3.101 3.189
H -1.343 -4.876 3.303
H -1.830 -2.090 1.211
H -3.336 -2.886 1.109
H -2.474 -2.444 -1.320
H -2.581 -4.166 -0.941
H -0.300 -2.988 -2.927
H -0.951 -4.662 -2.598
H 1.436 -4.755 -3.319
H 1.457 -5.066 -1.534
H 3.850 -4.019 -1.630
H 3.944 -2.401 -2.409
H 3.513 -3.734 -3.354
C 0.658 -0.009 3.916
O 1.675 0.829 4.349
C 1.839 0.912 5.741
C 2.721 2.080 5.944
O 2.956 2.226 7.327
C 3.747 3.287 7.667
C 3.971 3.287 9.161
O 2.762 3.378 9.967
C 2.252 4.754 9.956
H -0.294 0.300 4.374
H 0.790 -1.098 4.115
H 0.526 0.205 2.854
H 2.327 0.044 6.138
H 0.861 1.118 6.186
H 2.286 2.929 5.407
H 3.705 1.909 5.415
H 3.422 4.247 7.288
H 4.757 3.154 7.227
H 4.700 4.067 9.492
H 4.460 2.327 9.338
H 3.072 5.439 10.261
H 1.409 4.707 10.659
H 1.936 5.084 8.952
C 0.854 -0.212 -0.932
N -0.431 0.445 -0.838
O -1.151 0.273 0.115
O -0.732 1.145 -1.802
H 0.749 -1.138 -1.482
H 1.121 -0.483 0.089
H 1.542 0.507 -1.332
C 5.663 1.497 -4.655
N 5.690 0.043 -4.315
O 4.903 -0.383 -3.480
O 6.512 -0.629 -4.882
H 5.700 1.552 -5.737
H 6.533 1.973 -4.148
H 4.727 1.912 -4.325
C 1.764 -3.432 1.665
C 3.011 -4.074 1.142
O 3.024 -5.204 0.664
N 4.100 -3.304 1.179
C 5.441 -3.708 0.810
H 1.497 -3.849 2.652
H 0.914 -3.523 0.957
H 1.972 -2.374 1.714
H 3.979 -2.353 1.486
H 5.536 -4.733 1.061
H 6.209 -3.184 1.400
H 5.634 -3.634 -0.242
C -1.135 3.675 -4.471
C 0.362 3.767 -4.418
O 1.035 4.592 -5.037
N 0.877 2.872 -3.560
C 2.344 2.617 -3.566
H -1.566 2.880 -3.843
H -1.374 3.494 -5.509
H -1.576 4.618 -4.128
H 0.289 2.158 -3.157
H 2.515 1.681 -4.106
H 2.650 2.523 -2.527
H 2.796 3.453 -4.106
C 3.047 -7.994 -1.108
C 1.577 -8.126 -1.021
O 0.922 -8.927 -1.681
N 1.009 -7.275 -0.103
C -0.463 -7.325 0.076
H 3.259 -6.959 -0.943
H 3.419 -8.308 -2.098
H 3.544 -8.526 -0.308
H 1.516 -6.548 0.395
H -0.993 -6.795 -0.713
H -0.641 -6.817 1.003
H -0.756 -8.358 0.119
```

For the HOMO energy, the calculation gives -9.0 eV. For the total energy, the calculation gives -134342.5870 eV.